ORCA calculation (ωB97M-V with the def2-TZVPD basis set) on a single C3H3ClN4O molecule at a distorted geometry.

Summary:
E_LUMO in eV: -0.25
Strongest force on any atom in eV/A: 6.207
Structure (SMILES): Nc1nc(Cl)[nH]c(=O)n1
E_tot in Eh: -870.57823
Energy above the lowest of the compared OMol25 structures with the same formula, charge and spin in kJ/mol: 102.73

Structure (XYZ):
```
12
C3H3ClN4O (ωB97M-V with the def2-TZVPD basis set)
C 0.571 0.033 -0.812
O 0.299 -0.551 -1.877
N 0.495 1.401 1.451
C 0.806 2.005 0.314
C 0.300 0.103 1.441
H -0.134 -1.660 2.278
H 0.806 1.841 -1.752
N 0.822 1.353 -0.879
Cl 0.849 3.606 0.218
N 0.145 -0.622 2.531
H 1.005 -0.537 3.074
N 0.385 -0.622 0.363
```

Here is what Mulliken gives for the atomic charges, in e: C 0.42; O -0.65; N -0.57; C 0.47; C 0.78; H 0.34; H 0.24; N -0.08; Cl -0.14; N -0.56; H 0.27; N -0.52



ORCA calculation (ωB97M-V with the def2-TZVPD basis set) on 5 unconnected molecules or ions with the total composition C37H67F5I2N2O16PS4 at a distorted geometry.

Summary:
E_LUMO in eV: -3.14
Strongest force on any atom in eV/A: 3.849
Net charge: +1
E_tot in Eh: -5791.78841
Energy above the lowest of the compared OMol25 structures with the same formula, charge and spin in kJ/mol: 0.00

Structure (XYZ):
```
134
C37H67F5I2N2O16PS4 (ωB97M-V with the def2-TZVPD basis set)
C 0.450 1.881 1.220
O 0.146 -8.626 -5.840
C -7.580 -6.139 -7.337
H -2.365 -3.589 -5.094
H -1.040 3.889 7.114
H 0.734 0.263 4.878
C -5.392 7.836 -3.322
H -5.003 8.672 -2.739
H 0.257 -11.540 -5.548
H 1.575 -1.268 5.123
C 1.734 3.433 5.254
H -1.067 0.003 2.526
C -0.371 3.589 6.305
H -1.501 -6.958 -4.733
O 5.319 -2.548 10.769
O -3.095 7.297 -3.999
N -0.209 2.422 4.141
H -5.398 -1.685 -5.936
H -6.732 -6.647 -6.879
C 7.686 -2.818 8.607
F 4.142 6.714 -0.329
H -0.203 4.611 2.388
H -4.412 8.320 -5.164
H 3.258 3.984 -1.852
C 3.125 1.458 3.762
H -8.027 -4.325 -8.387
O 1.185 1.307 2.256
H 1.495 4.437 7.170
H -1.555 2.040 0.301
C 4.252 3.693 0.096
H -1.036 -2.899 -0.907
O -4.395 -3.994 -7.094
H -3.019 -3.750 -1.588
H -6.309 -2.453 -4.596
H 2.807 3.633 5.202
H 5.313 -5.373 10.751
C 1.992 2.212 3.045
H 2.876 2.059 0.138
H -0.550 5.285 -2.762
C 3.452 4.563 -0.934
C 0.074 4.340 1.364
I 4.420 -0.812 5.416
C -0.805 -0.721 0.458
H 3.678 -4.826 10.295
C -2.294 -7.644 -4.424
O 4.280 5.212 3.024
C -2.294 -3.757 -4.005
F 6.207 6.544 -2.450
O 4.703 -2.865 8.374
C -3.502 -7.528 -5.330
C 2.891 0.290 4.390
H -3.721 -2.110 -1.562
C -0.305 -10.981 -4.803
H -1.954 2.715 5.202
H -4.261 -8.263 -5.058
C 2.341 3.291 1.926
H 8.933 -1.129 9.097
C -4.448 7.492 -4.458
H -1.538 2.293 2.095
H -7.951 -6.765 -8.149
H -0.576 6.074 0.324
H 2.152 6.470 3.898
C -1.402 0.254 1.504
H -6.375 8.100 -3.712
O -1.825 -9.930 -6.635
H 4.730 5.942 2.567
H -0.902 4.452 -0.547
H -3.938 -6.531 -5.268
H -0.843 -2.045 -2.438
S -5.421 -4.028 -6.094
H -2.656 -0.596 -0.595
C -1.066 1.770 1.250
H -1.245 0.086 -1.552
O -3.009 -2.681 -3.397
C -0.984 6.119 -3.309
H -4.792 6.614 -5.007
H -2.495 0.104 1.488
H 4.742 -5.556 9.061
O 1.720 5.733 3.435
C 1.083 2.741 4.237
N 1.089 3.288 1.109
C -1.500 -2.140 -1.557
H 1.217 3.381 0.100
O -6.843 -3.862 -6.800
C 4.706 -4.943 9.958
H 4.083 2.001 1.392
H -1.215 -3.751 -3.767
H 1.183 -0.757 3.493
C 3.380 2.688 0.898
C 1.527 -0.380 4.471
H -0.654 6.101 -4.345
H 0.282 -0.623 0.303
S -2.739 5.932 -3.264
H 7.179 -2.362 7.754
H -2.760 -4.722 -3.744
H 7.372 -1.127 9.922
H -5.513 6.994 -2.641
F 3.690 6.425 -2.439
H 4.905 3.064 -0.538
C 5.774 5.580 -1.602
H 8.531 -3.383 8.217
C -7.183 -4.773 -7.862
C 8.187 -1.764 9.577
H 2.529 4.973 -0.487
H -0.952 -1.737 0.870
C -1.602 -0.726 -0.902
H -3.232 -7.712 -6.371
O -3.108 4.837 -4.106
C 4.246 5.819 -1.374
H -2.576 -7.373 -3.406
O 6.824 -3.774 9.246
H -1.142 -11.575 -4.443
H 4.942 4.290 0.705
O -3.169 6.005 -1.898
H 0.767 1.418 0.262
I 5.137 2.221 3.886
H -4.519 -2.495 -4.597
F 6.484 5.750 -0.480
H -6.360 -4.846 -8.576
C -0.504 4.979 0.335
S 5.324 -3.337 9.578
C -0.870 2.902 5.210
H 8.629 -2.231 10.457
C -5.419 -2.504 -5.220
S -0.933 -9.534 -5.591
H -8.355 -6.048 -6.575
F 6.045 4.415 -2.196
O -5.501 -5.097 -5.137
H -0.718 7.059 -2.831
P 2.784 5.092 2.340
O -1.787 -8.988 -4.355
C -2.902 -2.717 -1.976
C 1.002 3.896 6.363
H 0.345 -10.683 -3.984
```

These are the Mulliken partial charges, in e, on atoms 1 to 99: C -1.15; O -0.64; C -0.84; H 0.35; H 0.42; H 0.21; C -0.97; H 0.26; H 0.37; H 0.58; C -0.41; H 0.29; C -0.61; H 0.36; O -0.60; O -0.26; N 0.15; H 0.33; H 0.16; C -0.18; F -0.26; H 0.27; H 0.27; H 0.37; C -1.69; H 0.30; O -0.43; H 0.50; H 0.62; C -1.48; H 0.44; O -0.69; H 0.27; H 0.35; H 0.30; H 0.34; C 3.08; H 0.32; H 0.25; C -0.10; C 0.38; I 0.12; C -0.27; H 0.37; C -0.58; O -0.45; C -0.95; F -0.27; O -0.56; C -0.31; C 0.15; H 0.38; C -0.94; H 0.45; H 0.29; C 1.17; H 0.38; C -0.37; H 0.40; H 0.39; H 0.29; H 0.34; C -1.33; H 0.39; O -0.60; H 0.36; H 0.11; H -0.09; H 0.35; S 1.35; H 0.26; C -0.82; H 0.18; O -0.52; C -0.89; H 0.33; H 0.62; H 0.31; O -0.35; C -0.51; N -0.15; C -0.53; H 0.98; O -0.28; C -0.96; H 0.38; H 0.39; H 0.09; C -0.99; C -0.85; H 0.39; H 0.06; S 1.27; H 0.16; H 0.32; H 0.31; H 0.29; F -0.33; H 0.71



ORCA calculation (ωB97M-V with the def2-TZVPD basis set) on a molecular structure, C8H17BrInNO6P at a distorted geometry.

Summary:
E_LUMO in eV: 2.76
Strongest force on any atom in eV/A: 1.338
Net charge: -1
E_tot in Eh: -3926.78414

Structure (XYZ):
```
35
C8H17BrInNO6P (ωB97M-V with the def2-TZVPD basis set)
Br -1.303 3.590 0.896
C -2.794 2.430 -1.284
H -3.533 2.978 -0.709
O -0.505 2.970 -1.666
C -1.106 -0.054 0.721
H 1.768 0.564 -0.105
H 2.851 -1.987 -2.810
O 1.158 -2.718 2.546
H 3.459 1.663 2.149
H 3.445 -1.264 -1.301
N -4.675 -0.894 1.357
H -2.987 2.484 -2.351
C -0.761 -1.534 0.959
O 1.601 -0.378 1.749
H 1.041 -2.823 -1.771
C 2.590 -1.360 -1.960
H 2.342 -0.382 -2.369
O -4.660 0.112 0.510
H 0.568 -1.227 -1.211
O 1.708 -2.409 0.101
H -0.926 -2.084 0.032
P 0.976 -1.813 1.403
O -4.569 -1.981 0.862
H 2.925 2.474 0.687
C 2.634 1.748 1.442
C 2.339 0.405 0.809
C 1.381 -1.947 -1.223
H -0.290 0.439 0.193
H 1.764 2.111 1.982
H -1.345 -1.977 1.758
C -1.482 2.932 -0.997
H -1.225 0.477 1.661
In -2.837 0.269 -0.586
H 3.273 -0.101 0.570
H -2.824 -0.713 -2.043
```

Here is what Mulliken gives for the atomic charges, in e: Br -0.32; C -1.16; H 0.44; O -0.56; C -0.41; H 0.07; H 0.32; O -0.82; H 0.35; H 0.31; N 0.18; H 0.34; C -0.84; O -0.33; H 0.48; C -1.36; H 0.37; O -0.45; H -0.08; O -0.45; H 0.39; P 0.86; O -0.37; H 0.37; C -1.48; C 0.42; C 0.22; H -0.21; H 0.32; H 0.46; C 0.59; H 0.64; In 0.90; H 0.21; H -0.40



For the records above, the corresponding M values read 146.5 1304.0 448.9 g mol⁻¹.